No. 1
Computed, not measured: a structure of composition C27H41N2PReSi2, with ωB97M-V with the def2-TZVPD basis set.

Computed properties:
- Highest occupied orbital energy (alpha / beta): -13.8 / -13.8 eV
- LUMO (alpha / beta): -8.008 / -7.621 eV
- Relative energy (zero: lowest compared OMol25 entry of this formula, charge and spin): 1.933 eV
- Total charge: +2
- Gap between HOMO and LUMO (alpha / beta): 5.79 / 6.17 eV
- Spin multiplicity: 2

```
74
Properties=species:S:1:pos:R:3:forces:R:3:lowdin_charge:R:1
Re 0.9498 0.2161 0.5274 -0.410 0.084 -0.202 1.40
N 1.4569 -0.4013 2.6829 0.577 -0.230 -0.284 -0.05
C 2.7294 0.2183 3.1315 -0.092 -0.026 0.090 -0.19
C 2.7018 1.6452 2.6540 0.036 0.138 -0.167 -0.17
N 2.5008 1.6116 1.1765 -0.210 0.177 0.222 -0.06
H 0.6862 -0.0226 3.2320 -0.111 -0.040 -0.012 0.08
H 1.4484 -1.4023 2.8635 0.060 -0.026 0.004 0.09
H 3.5576 -0.3285 2.6798 0.015 -0.029 -0.009 0.12
H 2.8479 0.1745 4.2121 -0.041 -0.040 0.058 0.14
H 3.6209 2.1684 2.9116 0.029 0.029 -0.014 0.14
H 1.8608 2.1857 3.0880 -0.015 0.009 0.023 0.13
H 3.3618 1.2911 0.7376 0.102 0.096 0.031 0.07
H 2.3497 2.5510 0.8198 -0.020 0.063 0.102 0.10
C -5.8398 -3.0076 1.7050 -0.005 0.002 0.036 -0.05
C -4.9480 -3.0512 0.6420 0.078 0.058 -0.010 -0.06
C -3.6807 -2.5000 0.7731 -0.077 0.042 -0.062 -0.08
C -3.2957 -1.9082 1.9763 -0.002 -0.121 -0.018 -0.39
C -4.1886 -1.8929 3.0483 -0.030 -0.036 0.075 -0.12
C -5.4614 -2.4263 2.9071 -0.019 0.012 0.001 -0.06
P -1.6573 -1.2021 2.2998 -0.100 0.048 0.042 1.10
C -0.6071 -1.9074 0.9614 0.128 0.314 0.026 -0.45
C 0.1233 -3.0597 1.3050 0.001 -0.061 -0.011 -0.10
C 0.8110 -3.7805 0.3480 0.018 -0.042 0.031 -0.03
C 0.8214 -3.3472 -0.9786 0.080 -0.008 0.008 -0.04
C 0.1406 -2.2011 -1.3295 -0.076 0.032 0.071 -0.07
C -0.5880 -1.4638 -0.3727 -0.078 -0.206 -0.173 -0.22
C -1.7660 0.5432 1.7869 -0.249 0.181 -0.141 -0.38
C -2.8804 1.2874 2.1661 -0.080 0.114 0.041 -0.06
C -2.8759 2.6741 2.0715 0.025 -0.100 -0.015 -0.02
C -1.7413 3.3527 1.6274 -0.078 0.061 -0.018 -0.06
C -0.6342 2.6323 1.2379 -0.036 -0.129 0.165 -0.13
C -0.6358 1.2193 1.2726 0.673 -0.037 -0.137 -0.34
H -6.8268 -3.4390 1.6004 0.021 0.014 0.001 0.12
H -5.2398 -3.5134 -0.2927 0.016 0.011 0.035 0.11
H -3.0045 -2.5417 -0.0722 0.012 -0.003 0.035 0.10
H -3.8855 -1.4785 4.0043 -0.002 -0.012 -0.025 0.11
H -6.1499 -2.4037 3.7421 0.022 -0.004 -0.026 0.12
H 0.0873 -3.4179 2.3297 0.008 0.014 -0.023 0.12
H 1.3298 -4.6906 0.6261 -0.025 0.045 -0.013 0.13
H 1.3490 -3.9183 -1.7336 -0.026 0.029 0.038 0.13
H 0.1253 -1.8918 -2.3601 0.002 0.074 -0.119 0.08
H -1.2995 -0.7102 -0.7005 0.040 0.054 -0.012 0.11
H -3.7603 0.7823 2.5481 0.014 0.029 -0.005 0.11
H -3.7582 3.2322 2.3600 0.030 -0.026 -0.001 0.13
H -1.7355 4.4340 1.5755 -0.034 -0.022 -0.001 0.12
H 0.2289 3.1670 0.8514 -0.067 -0.031 0.029 0.09
C -1.5165 2.5065 -1.8806 -0.146 0.112 0.288 -0.17
Si -0.0892 1.6050 -2.6319 0.058 -0.099 -0.194 0.44
C 0.9001 2.7704 -3.6872 0.138 0.137 -0.149 -0.16
C -0.7911 0.2537 -3.6983 0.069 -0.198 -0.077 -0.16
C 1.2161 1.1027 -1.2814 -0.083 -0.279 0.583 -0.50
Si 2.8017 0.2347 -1.8532 0.165 -0.308 -0.037 0.42
C 4.1371 1.5161 -1.9444 0.260 0.149 0.028 -0.16
C 3.3581 -0.9834 -0.4547 -0.259 0.135 0.286 -0.17
C 2.7419 -0.6785 -3.4584 -0.032 -0.092 -0.168 -0.15
H -2.1732 2.8057 -2.7043 0.034 -0.006 0.054 0.06
H -1.2122 3.4152 -1.3565 -0.066 -0.049 -0.027 0.04
H -2.1066 1.8924 -1.1923 0.014 0.075 -0.045 0.04
H 0.2916 3.1496 -4.5159 0.057 -0.039 0.100 0.06
H 1.7769 2.2816 -4.1259 -0.083 0.092 0.017 0.03
H 1.2434 3.6345 -3.1083 -0.005 -0.050 -0.087 0.05
H -1.6744 0.6762 -4.1875 0.089 0.015 -0.037 0.05
H -1.1402 -0.6300 -3.1691 -0.089 -0.020 0.008 0.01
H -0.0996 -0.0582 -4.4847 -0.041 -0.049 0.062 0.04
H 1.5862 2.1228 -1.0778 -0.048 0.000 -0.036 0.01
H 4.2995 2.0515 -1.0022 0.046 0.012 -0.123 0.03
H 3.9217 2.2636 -2.7133 0.001 -0.050 0.063 0.05
H 5.0830 1.0308 -2.2104 -0.054 0.090 0.030 0.06
H 4.2719 -0.6159 0.0264 -0.060 -0.032 -0.062 0.05
H 3.5926 -1.9561 -0.8919 -0.027 0.020 -0.068 0.05
H 2.6752 -1.2764 0.3811 0.020 0.004 -0.110 0.00
H 2.5579 0.0104 -4.2880 0.017 -0.063 0.056 0.04
H 1.9954 -1.4695 -3.5074 0.000 -0.027 -0.008 0.03
H 3.7242 -1.1340 -3.6250 -0.078 0.021 -0.018 0.06
```
Forces are in eV/Å.

***

No. 2
Computed, not measured: a structure of composition C27H41NO26S2Ti in a non-equilibrium geometry, with ωB97M-V with the def2-TZVPD basis set.

Computed properties:
- Highest occupied orbital energy (alpha / beta): -7.7 / -11.1 eV
- LUMO (alpha / beta): -0.896 / -6.787 eV
- Gap between HOMO and LUMO (alpha / beta): 6.81 / 4.32 eV
- Spin multiplicity: 5

```
98
Properties=species:S:1:pos:R:3:forces:R:3:lowdin_charge:R:1
Ti -0.3676 0.7032 2.7947 -0.848 0.299 0.227 0.78
S 0.5405 0.2802 0.2099 0.604 0.181 0.826 0.19
O 1.8108 0.4652 -0.5064 -0.012 0.017 -0.915 -0.12
O -0.4788 -0.3206 -0.5817 -1.147 -0.433 -2.386 -0.18
O 0.7408 -0.5440 1.3682 0.723 -1.255 2.534 -0.39
O 0.0966 1.6000 0.6698 -0.055 0.805 -0.223 -0.26
C -1.3404 5.1380 0.8209 -1.009 -0.615 -1.015 -0.13
C -0.0291 4.4618 0.9920 0.685 -1.467 2.074 -0.12
O 0.7991 5.5159 1.4995 1.353 -1.106 -0.902 0.09
C 0.2897 6.6837 1.1377 0.591 3.863 2.545 -0.52
O 0.7785 7.7856 1.4447 -1.583 -3.683 -1.780 0.12
O -0.9532 6.4609 0.6824 -0.371 2.414 -0.687 0.08
H -2.0478 5.0028 1.6391 0.241 0.154 0.368 0.14
H -1.8804 4.8676 -0.0865 0.125 -0.175 -0.117 0.13
H 0.3629 3.8474 0.1815 0.257 0.950 -0.546 0.09
H -0.0215 3.7443 1.8125 -0.347 -0.063 0.070 0.11
C 4.5493 -1.4349 -0.4243 -0.193 0.915 -0.243 -0.07
C 4.2798 -0.6220 0.8872 0.097 -0.605 -0.866 -0.12
O 5.4974 -0.7891 1.5683 1.113 -0.120 0.458 0.06
C 6.4743 -1.1663 0.6983 5.593 -0.525 2.099 -0.52
O 7.7149 -1.1665 0.9376 -5.303 0.344 -0.640 0.10
O 5.9815 -1.6759 -0.4092 -1.792 0.294 -0.784 0.09
H 4.2849 -0.8251 -1.2882 0.283 -0.001 -0.140 0.12
H 4.0028 -2.3705 -0.5437 0.243 -0.133 0.479 0.12
H 3.4249 -1.0213 1.4330 0.226 -0.057 0.224 0.10
H 4.1512 0.4551 0.7798 -0.224 -0.202 -0.476 0.10
C -1.3836 -3.1616 1.1199 0.919 1.518 -0.397 -0.12
C -1.4785 -2.6907 2.5758 -0.246 -0.441 -1.911 -0.15
O -2.3341 -3.6726 3.0487 -0.877 -0.957 2.351 0.07
C -2.8729 -4.5126 2.0795 0.022 1.603 2.333 -0.58
O -3.6857 -5.3303 2.2756 -0.514 -0.926 0.324 0.21
O -2.3992 -4.1161 0.9520 1.344 0.017 -3.083 0.10
H -0.3652 -3.5150 0.9587 -0.251 -0.689 -0.465 0.12
H -1.5856 -2.3271 0.4483 0.093 -0.191 -0.230 0.10
H -1.9282 -1.6981 2.5520 -0.263 0.153 0.658 0.09
H -0.4883 -2.6675 3.0309 -0.319 -0.205 0.432 0.11
C 1.0012 -2.8269 -1.8356 0.563 0.210 2.309 -0.15
C 0.2330 -2.1088 -2.9124 -0.532 -1.113 0.531 -0.11
O -0.0263 -3.2152 -3.8037 0.799 -0.252 -0.873 0.04
C 0.3424 -4.4352 -3.2601 -2.478 -2.392 -0.411 -0.46
O 0.0146 -5.5380 -3.7230 1.736 4.125 1.406 0.13
O 0.8445 -4.2138 -2.0076 -0.102 -0.748 -1.695 0.07
H 0.6494 -2.6630 -0.8170 -0.162 0.473 -0.093 0.10
H 2.0647 -2.5898 -1.8081 0.106 0.052 -0.415 0.12
H 0.8332 -1.2551 -3.2271 -0.059 -0.364 -1.065 0.13
H -0.7512 -1.7440 -2.6185 0.255 0.008 0.191 0.08
C -1.0727 2.0699 -2.4505 -0.091 -0.451 -0.871 -0.15
C 0.3834 2.3359 -2.7204 1.317 -0.276 2.282 -0.10
O 0.4712 3.7490 -2.9136 2.348 -0.935 -1.108 0.09
C -0.6739 4.3269 -2.7984 -2.895 2.944 -0.711 -0.54
O -0.8946 5.5305 -2.9460 0.367 -3.735 0.812 0.14
O -1.6257 3.3453 -2.5457 -1.074 2.005 -0.010 0.05
H -1.4038 1.6073 -1.5207 0.545 0.151 -0.092 0.08
H -1.3449 1.4294 -3.2894 -1.001 0.063 0.047 0.13
H 0.7648 1.6619 -3.4875 0.224 0.883 -0.489 0.14
H 0.9940 2.2010 -1.8276 0.076 -0.423 -0.141 0.08
C 2.2805 -3.0518 3.0107 -1.023 -1.204 -0.022 -0.10
C 2.6085 -2.0594 4.0453 1.481 0.895 -0.317 -0.13
O 2.5488 -2.8422 5.2042 2.332 4.035 2.534 0.12
C 1.8197 -3.8763 5.0657 -0.546 -3.329 3.384 -0.68
O 1.5274 -4.6430 5.9594 -0.055 0.990 -1.105 0.15
O 1.5768 -4.0270 3.8252 -1.828 -1.429 -4.858 0.10
H 3.2046 -3.5022 2.6486 -0.309 -0.241 -0.408 0.15
H 1.6008 -2.6856 2.2413 0.280 -0.249 -0.148 0.10
H 1.9795 -1.1693 4.0632 -0.181 -0.087 0.348 0.11
H 3.6476 -1.7922 3.8527 -0.025 0.620 0.560 0.14
C 3.6038 2.8063 -0.0778 0.433 0.367 -0.688 -0.18
C 3.1659 3.8873 -1.0046 -1.294 -0.034 -1.469 -0.14
O 3.8522 5.0670 -0.6535 -0.614 0.601 -0.067 0.10
C 4.7270 4.8198 0.3328 0.417 -0.952 -0.475 -0.51
O 5.5226 5.5721 0.7929 -0.809 -0.658 -0.077 0.19
O 4.6301 3.4645 0.6085 1.152 -0.150 1.776 0.07
H 3.9817 2.0515 -0.7674 0.426 -0.560 0.741 0.12
H 2.8071 2.3787 0.5309 0.326 0.302 0.502 0.11
H 2.0798 3.9799 -1.0043 0.135 0.749 0.031 0.10
H 3.4486 3.5589 -2.0047 0.008 0.651 -0.272 0.14
C -4.6464 -3.5739 -3.8890 0.082 0.167 -0.047 -0.09
C -3.8451 -2.2888 -3.5878 -1.071 -0.961 -0.584 -0.24
C -3.2428 -2.3309 -2.2015 -0.449 -0.228 1.227 -0.20
C -4.2923 -2.4785 -1.1305 -1.600 0.365 0.971 -0.20
N -5.1563 -2.5244 -0.3395 2.166 0.160 -1.779 0.16
H -4.9904 -3.5920 -4.9232 -0.058 0.172 0.025 0.07
H -5.5183 -3.6552 -3.2400 0.031 -0.070 0.025 0.07
H -4.0307 -4.4655 -3.7708 0.074 -0.001 0.166 0.08
H -4.5383 -1.4494 -3.6416 0.126 0.180 -0.102 0.11
H -3.1205 -2.2000 -4.3972 0.400 0.296 0.391 0.11
H -2.6904 -1.4188 -1.9754 0.050 0.057 0.098 0.08
H -2.5841 -3.1833 -2.0357 0.221 -0.069 -0.285 0.12
C -3.6348 1.2544 0.2867 0.169 -0.561 0.533 -0.21
S -3.7847 0.8894 2.1054 -0.850 -0.102 -1.848 0.93
O -2.4914 1.4884 2.6564 -0.475 0.363 0.240 -0.67
C -5.3252 1.9512 2.2970 0.589 0.998 0.859 -0.21
H -4.4388 0.7840 -0.2794 -0.123 -0.106 0.281 0.06
H -2.6941 0.7812 0.0055 -0.025 0.032 0.003 0.01
H -3.6034 2.3185 0.0527 0.010 0.062 0.406 0.07
H -6.0620 1.6669 3.0483 0.567 -0.796 0.212 0.05
H -5.9136 2.1251 1.3961 0.646 -0.367 -0.392 0.06
H -4.9522 2.9133 2.6484 0.120 0.190 -0.173 0.05
```
Forces are in eV/Å.

***

No. 3
Computed, not measured: a structure of composition C27H42As3IMnN4O5S in a non-equilibrium geometry, with ωB97M-V with the def2-TZVPD basis set.

Computed properties:
- Highest occupied orbital energy (alpha / beta): -7.0 / -8.0 eV
- LUMO (alpha / beta): -0.107 / -0.334 eV
- Relative energy (zero: lowest compared OMol25 entry of this formula, charge and spin): 2.029 eV
- Gap between HOMO and LUMO (alpha / beta): 6.85 / 7.71 eV
- Spin multiplicity: 6

```
84
Properties=species:S:1:pos:R:3:forces:R:3:lowdin_charge:R:1
Mn -0.3125 -0.9421 -0.8314 -0.654 1.536 0.167 0.57
C 3.2067 -1.0535 0.4167 0.230 -0.039 -0.152 -0.28
As 1.3740 -0.7800 1.0154 1.337 -0.189 1.636 1.17
C 1.5904 -2.1125 2.4814 -0.088 0.124 -0.193 -0.28
C 1.6583 0.9576 1.9436 0.134 -0.103 -0.123 -0.30
C 0.6036 1.5844 2.8873 -0.006 0.032 0.004 -0.68
C 1.3628 2.6061 3.7479 -0.137 -0.093 -0.138 -0.06
C -0.4917 2.3129 2.1040 -0.221 -0.040 -0.110 -0.33
As -1.6353 1.2002 0.8994 -0.197 0.827 0.690 1.18
C -3.1748 0.7238 2.0520 0.212 -0.066 -0.104 -0.30
C -2.5932 2.7412 0.1044 0.102 -0.182 -0.052 -0.30
C -0.0091 0.4798 3.7473 -0.204 -0.034 0.034 -0.40
As -1.2975 0.7121 5.2781 0.275 0.161 0.049 1.14
C 0.0058 1.0843 6.7198 -0.088 -0.033 -0.061 -0.35
C -2.0394 2.5496 5.2220 0.087 -0.135 -0.056 -0.34
H 3.8877 -1.1072 1.2695 -0.137 -0.016 0.004 0.04
H 3.5545 -0.2728 -0.2541 -0.098 0.010 0.096 -0.01
H 3.2382 -2.0052 -0.1205 0.014 0.040 0.049 0.04
H 2.3647 -1.7756 3.1760 -0.075 0.023 -0.100 0.03
H 1.9342 -3.0399 2.0134 -0.041 0.107 0.013 0.03
H 0.6776 -2.3138 3.0373 -0.016 0.093 -0.024 0.00
H 1.8825 1.6529 1.1243 0.050 -0.058 0.074 0.08
H 2.5930 0.8160 2.5037 -0.130 -0.032 -0.112 0.08
H 1.9045 3.3074 3.1142 0.040 0.067 -0.038 0.09
H 2.0835 2.1014 4.3894 0.088 -0.038 0.071 0.09
H 0.6830 3.1747 4.3775 -0.052 0.048 0.061 0.06
H -0.0266 3.0574 1.4467 -0.070 -0.028 0.004 0.08
H -1.1421 2.8508 2.7968 0.018 0.029 -0.062 0.05
H -3.7139 1.6156 2.3725 0.084 0.025 -0.008 0.02
H -2.8923 0.1295 2.9192 0.060 -0.015 -0.059 -0.02
H -3.8376 0.1191 1.4314 -0.017 -0.013 0.033 0.02
H -2.9657 3.4158 0.8760 0.051 -0.094 0.082 0.03
H -3.4373 2.3591 -0.4718 0.028 0.009 0.016 0.03
H -1.9494 3.3006 -0.5694 0.042 0.028 -0.013 0.01
H 0.8109 -0.0844 4.2052 -0.133 -0.088 0.054 0.06
H -0.5217 -0.1977 3.0488 0.035 -0.055 0.329 0.00
H 0.7361 0.2790 6.7792 0.005 -0.054 -0.051 0.01
H -0.5150 1.1289 7.6768 -0.074 -0.014 -0.063 0.01
H 0.5286 2.0255 6.5702 0.044 0.064 -0.075 0.01
H -2.7537 2.6631 4.4103 -0.018 -0.038 -0.049 0.00
H -1.2773 3.3208 5.1466 0.054 0.019 -0.038 0.01
H -2.5767 2.6980 6.1601 0.023 -0.106 0.008 0.02
C -2.9013 -4.1141 0.3994 0.171 0.128 0.051 0.00
C -2.0996 -3.1243 -0.3840 1.012 1.940 1.734 -0.25
N -1.5511 -1.9986 0.1755 -2.710 -3.186 1.202 -0.17
O -1.5529 -1.9457 1.5952 -0.299 -0.440 0.018 -0.16
C -1.8298 -3.2468 -1.7414 0.330 -0.168 -1.794 -0.30
C -2.4185 -4.2601 -2.6724 -0.012 0.340 0.135 -0.02
N -0.9566 -2.3324 -2.2010 -0.131 -0.665 -1.441 -0.16
O -0.7552 -2.1488 -3.4494 -0.655 -0.817 1.092 -0.11
H -3.1177 -3.7319 1.3938 -0.067 -0.034 0.000 0.08
H -2.3648 -5.0594 0.4866 -0.011 -0.074 0.007 0.10
H -3.8472 -4.3143 -0.1007 0.011 -0.018 -0.090 0.09
H -1.2970 -2.8227 1.9345 -0.003 0.333 -0.200 0.09
H -2.6428 -5.1926 -2.1620 -0.089 -0.067 0.044 0.07
H -1.7035 -4.4477 -3.4720 -0.047 0.002 -0.037 0.08
H -3.3284 -3.8636 -3.1217 -0.136 -0.156 -0.179 0.09
O 5.1947 0.8994 -1.7264 -0.014 -0.174 -0.178 -0.31
S 4.1609 1.3603 -2.6170 0.117 0.132 0.186 0.64
O 4.2873 2.6985 -3.1195 -0.173 -0.096 -0.223 -0.30
N 2.7053 1.1324 -1.8719 0.338 0.244 -0.301 -0.02
C 2.0485 0.1662 -2.4557 0.187 0.169 0.177 -0.52
O 0.9979 -0.3364 -1.9768 1.486 0.716 -1.564 -0.19
C 2.6420 -0.3716 -3.7034 0.109 -0.271 -0.352 -0.13
C 2.0986 -1.3289 -4.5469 0.024 0.096 0.117 0.01
C 2.8595 -1.7402 -5.6307 0.052 -0.004 -0.057 -0.06
C 4.1197 -1.2048 -5.8625 0.066 0.103 0.078 -0.07
C 4.6529 -0.2354 -5.0168 0.234 0.083 -0.059 -0.04
C 3.8923 0.1723 -3.9463 -0.461 0.154 0.521 -0.19
H 1.1113 -1.7282 -4.3594 -0.014 -0.009 0.122 0.09
H 2.4704 -2.4962 -6.2971 -0.035 -0.022 -0.080 0.11
H 4.6979 -1.5395 -6.7123 0.033 -0.027 -0.026 0.10
H 5.6367 0.1723 -5.1905 0.082 0.065 -0.046 0.12
I -3.9745 0.4652 -5.6943 0.332 0.013 0.269 0.85
C -2.5114 0.9798 -4.2659 -0.363 0.158 -0.602 -0.69
C -1.6084 1.9987 -4.5318 0.082 -0.222 0.513 -0.11
C -0.7446 2.3762 -3.5056 -0.240 0.029 -0.305 -0.03
C -0.8053 1.7011 -2.3049 -0.208 -0.229 0.181 -0.19
N -1.6399 0.6745 -2.0756 0.109 0.243 -0.795 -0.02
C -2.4931 0.3327 -3.0467 0.255 0.094 0.457 -0.21
H -1.5735 2.4804 -5.4957 -0.065 0.090 -0.068 0.10
H -0.0540 3.1942 -3.6417 0.136 -0.009 0.006 0.12
H -0.1473 1.9741 -1.4791 -0.037 -0.067 -0.229 0.10
H -3.1772 -0.4772 -2.8242 0.047 -0.056 -0.074 0.10
```
Forces are in eV/Å.

***

Q: Among the records above, which one has the lowest spin multiplicity?
A: C27H41N2PReSi2